(1)
The following is a DFT calculation (wB97M-V/def2-TZVPD) of an isolated molecule of C16H21NO2.

Cartesian coordinates (Å):
C1 1.056 -3.845 3.227
C2 0.467 -2.481 2.871
C3 1.225 -1.866 1.705
O1 2.052 -0.988 1.840
N1 0.914 -2.408 0.507
C4 1.521 -1.968 -0.735
C5 1.148 -0.522 -1.072
C6 -0.366 -0.307 -1.210
C7 -0.907 -0.681 -2.604
C8 -0.915 0.625 -3.417
C9 -0.982 1.696 -2.366
C10 -1.273 3.037 -2.513
C11 -1.268 3.875 -1.402
C12 -0.964 3.331 -0.169
C13 -0.667 1.974 -0.012
C14 -0.680 1.157 -1.115
C15 -0.411 1.708 1.442
C16 -0.514 3.125 2.040
O2 -0.924 4.019 1.003
H1 0.971 -4.538 2.392
H2 2.108 -3.742 3.481
H3 0.535 -4.270 4.082
H4 -0.591 -2.581 2.618
H5 0.561 -1.809 3.724
H6 0.182 -3.096 0.458
H7 2.608 -2.030 -0.629
H8 1.202 -2.650 -1.525
H9 1.647 -0.229 -1.996
H10 1.527 0.110 -0.270
H11 -0.871 -0.867 -0.417
H12 -1.929 -1.052 -2.508
H13 -0.309 -1.456 -3.081
H14 0.005 0.732 -3.999
H15 -1.753 0.671 -4.113
H16 -1.507 3.442 -3.486
H17 -1.496 4.925 -1.492
H18 0.566 1.258 1.622
H19 -1.169 1.038 1.857
H20 0.452 3.475 2.421
H21 -1.250 3.191 2.846

Summary:
Relative energy (zero: lowest compared OMol25 entry of this formula, charge and spin): 57.9 kJ/mol
HOMO-LUMO gap: 8.5 eV
Charge: 0
HOMO: -7.82 eV
LUMO energy: 0.666 eV


(2)
The following is a DFT calculation (wB97M-V/def2-TZVPD) of a structure of composition C62H69AsFN7O4P2Se2Ti at a distorted geometry.

Cartesian coordinates (Å):
Ti1 -0.204 -1.561 -0.346
C1 -2.899 5.767 0.019
C2 -2.828 4.787 1.177
N1 -2.603 3.401 0.726
C3 -1.390 2.853 0.892
C4 -1.041 1.607 0.449
C5 0.299 1.065 0.844
O1 1.210 1.782 1.163
O2 0.329 -0.256 0.871
C6 -1.974 0.858 -0.308
O3 -1.707 -0.226 -0.892
C7 -3.313 1.402 -0.401
C8 -4.322 0.628 -0.998
C9 -5.588 1.112 -1.036
F1 -6.560 0.408 -1.650
C10 -5.940 2.365 -0.484
C11 -4.939 3.136 0.078
C12 -3.614 2.663 0.122
N2 -7.271 2.791 -0.559
C13 -8.340 1.837 -0.249
C14 -9.421 2.493 0.584
N3 -10.009 3.652 -0.185
C15 -8.942 4.519 -0.848
C16 -7.569 4.182 -0.301
H1 -3.083 6.772 0.396
H2 -3.694 5.516 -0.684
H3 -1.957 5.781 -0.528
H4 -3.723 4.808 1.799
H5 -1.995 5.034 1.831
H6 -0.652 3.446 1.418
H7 -4.071 -0.333 -1.430
H8 -5.176 4.094 0.512
H9 -7.952 0.999 0.332
H10 -8.775 1.412 -1.158
H11 -9.036 2.896 1.518
H12 -10.230 1.802 0.808
H13 -10.589 4.216 0.437
H14 -10.636 3.290 -0.904
H15 -9.207 5.558 -0.674
H16 -8.989 4.311 -1.915
H17 -7.501 4.465 0.760
H18 -6.856 4.809 -0.839
Se1 -0.169 -4.092 2.024
Se2 -1.708 -3.400 -1.547
C17 -2.708 -2.882 -0.034
C18 -4.048 -3.165 0.224
C19 -4.613 -2.639 1.368
C20 -3.856 -1.817 2.208
C21 -2.543 -1.568 1.876
N4 -1.989 -2.124 0.793
C22 0.990 -4.258 0.614
C23 1.712 -5.461 0.402
C24 2.633 -5.562 -0.596
C25 2.881 -4.438 -1.407
C26 2.150 -3.312 -1.182
N5 1.188 -3.215 -0.223
H19 -4.606 -3.795 -0.454
H20 -5.642 -2.866 1.617
H21 -4.274 -1.400 3.113
H22 -1.881 -0.977 2.498
H23 1.504 -6.283 1.073
H24 3.178 -6.485 -0.748
H25 3.633 -4.444 -2.184
H26 2.325 -2.421 -1.757
C27 0.778 0.046 4.414
P1 1.963 -1.075 3.556
C28 3.457 0.029 3.550
N6 3.637 0.866 4.539
C29 4.807 1.553 4.600
C30 5.035 2.464 5.658
C31 6.242 3.094 5.758
C32 7.266 2.846 4.813
C33 7.062 1.984 3.775
C34 5.815 1.329 3.645
N7 5.586 0.517 2.579
C35 4.427 -0.086 2.493
P2 4.042 -1.013 0.925
C36 4.955 -2.566 1.288
C37 5.138 -0.181 -0.355
C38 6.648 -0.392 -0.244
C39 4.688 -0.790 -1.694
C40 4.799 1.312 -0.374
C41 2.403 -2.289 4.928
C42 2.826 -1.707 6.273
C43 3.521 -3.173 4.367
C44 1.155 -3.158 5.137
H27 1.255 0.620 5.208
H28 -0.031 -0.553 4.836
H29 0.347 0.743 3.693
H30 4.242 2.622 6.377
H31 6.428 3.784 6.570
H32 8.218 3.349 4.920
H33 7.827 1.784 3.036
H34 5.960 -2.378 1.667
H35 5.016 -3.183 0.390
H36 4.389 -3.125 2.034
H37 6.904 -1.450 -0.333
H38 7.043 -0.019 0.696
H39 7.143 0.132 -1.068
H40 4.832 -1.874 -1.715
H41 5.280 -0.359 -2.508
H42 3.634 -0.576 -1.887
H43 5.203 1.823 0.498
H44 3.716 1.477 -0.385
H45 5.232 1.773 -1.268
H46 3.763 -1.157 6.215
H47 2.962 -2.528 6.983
H48 2.068 -1.037 6.682
H49 4.429 -2.599 4.162
H50 3.201 -3.666 3.446
H51 3.779 -3.948 5.093
H52 0.373 -2.615 5.671
H53 1.419 -4.026 5.747
H54 0.752 -3.522 4.189
O4 0.699 -0.924 -1.884
As1 0.469 -0.903 -3.583
C45 -1.331 -0.423 -4.011
C46 -1.659 0.906 -3.749
C47 -2.937 1.364 -4.018
C48 -3.882 0.500 -4.557
C49 -3.549 -0.818 -4.830
C50 -2.271 -1.286 -4.557
C51 1.547 0.578 -4.113
C52 1.779 0.825 -5.463
C53 2.530 1.932 -5.826
C54 3.036 2.780 -4.849
C55 2.796 2.530 -3.505
C56 2.047 1.423 -3.130
C57 1.147 -2.510 -4.332
C58 0.396 -3.681 -4.397
C59 0.989 -4.841 -4.868
C60 2.322 -4.832 -5.260
C61 3.070 -3.666 -5.180
C62 2.488 -2.499 -4.711
H55 -0.917 1.587 -3.348
H56 -3.189 2.399 -3.825
H57 -4.878 0.860 -4.782
H58 -4.281 -1.487 -5.262
H59 -2.030 -2.314 -4.781
H60 1.390 0.165 -6.229
H61 2.726 2.130 -6.871
H62 3.627 3.639 -5.139
H63 3.201 3.185 -2.745
H64 1.877 1.206 -2.083
H65 -0.629 -3.712 -4.056
H66 0.413 -5.755 -4.917
H67 2.781 -5.741 -5.624
H68 4.110 -3.662 -5.480
H69 3.079 -1.593 -4.641

Summary:
Relative energy (zero: lowest compared OMol25 entry of this formula, charge and spin): 81.3 kJ/mol
HOMO-LUMO gap: 4.8 eV
Charge: +2
HOMO: -9.84 eV
LUMO energy: -5.008 eV


(3)
The following is a DFT calculation (wB97M-V/def2-TZVPD) of the ion C5H8N5O3 with charge +1 at a distorted geometry.

Cartesian coordinates (Å):
N1 -0.822 2.191 0.396
C1 -1.064 1.211 -0.458
N2 -1.872 1.398 -1.493
N3 -0.533 -0.017 -0.260
N4 -0.719 -0.962 -1.432
N5 0.324 -0.822 -2.413
O1 0.805 0.265 -2.464
O2 0.504 -1.786 -3.072
C2 0.339 -0.431 0.757
C3 0.664 -1.684 1.187
C4 1.585 -1.490 2.247
C5 1.744 -0.148 2.379
O3 0.994 0.511 1.469
H1 -0.161 2.076 1.150
H2 -1.247 3.095 0.261
H3 -2.252 2.308 -1.696
H4 -2.089 0.641 -2.121
H5 -0.887 -1.921 -1.140
H6 0.304 -2.626 0.827
H7 2.058 -2.255 2.824
H8 2.326 0.446 3.054

Summary:
Relative energy (zero: lowest compared OMol25 entry of this formula, charge and spin): 118.4 kJ/mol
HOMO-LUMO gap: 9.3 eV
Charge: +1
HOMO: -12.58 eV
LUMO energy: -3.317 eV


(4)
The following is a DFT calculation (wB97M-V/def2-TZVPD) of a structure of composition C20H31Br45OP2 at a distorted geometry.

Cartesian coordinates (Å):
C1 5.966 -1.563 -2.422
C2 5.705 -0.551 -1.280
C3 5.189 0.859 -1.700
C4 4.125 0.896 -2.824
P1 2.650 -0.271 -2.558
P2 1.129 -1.862 -2.147
C5 0.166 -1.198 -0.672
O1 0.063 -1.999 -3.473
H1 6.094 -2.548 -1.954
H2 5.146 -1.686 -3.138
H3 6.890 -1.371 -2.977
H4 6.662 -0.389 -0.777
H5 4.973 -0.973 -0.588
H6 4.711 1.297 -0.809
H7 6.040 1.516 -1.907
H8 4.633 0.759 -3.794
H9 3.740 1.930 -2.858
H10 3.128 -1.094 -3.627
H11 1.673 0.714 -2.881
H12 3.030 -0.406 -1.178
H13 0.416 -1.812 0.195
H14 -0.905 -1.262 -0.875
H15 0.503 -0.172 -0.464
H16 0.264 -2.823 -3.893
C6 5.027 -1.058 2.814
Br1 6.546 -2.002 2.080
Br2 5.491 0.737 3.360
Br3 3.514 -1.071 1.610
H17 4.724 -1.593 3.703
C7 2.584 -3.551 5.775
Br4 1.229 -2.420 6.558
Br5 2.242 -3.811 3.890
Br6 4.367 -2.878 6.111
H18 2.514 -4.520 6.249
C8 5.093 -2.006 -6.467
Br7 3.969 -2.953 -5.212
Br8 6.878 -2.745 -6.522
Br9 4.294 -1.925 -8.225
H19 5.181 -0.988 -6.109
C9 -0.689 3.120 -4.209
Br10 -2.434 3.700 -4.800
Br11 -0.728 1.287 -3.599
Br12 0.663 3.393 -5.564
H20 -0.419 3.736 -3.362
C10 -2.580 -1.359 4.602
Br13 -2.731 -0.139 6.095
Br14 -0.851 -1.238 3.749
Br15 -3.004 -3.176 5.109
H21 -3.314 -1.055 3.870
C11 -3.731 7.452 -3.806
Br16 -4.621 9.080 -3.272
Br17 -2.446 7.770 -5.215
Br18 -2.935 6.535 -2.303
H22 -4.489 6.793 -4.210
C12 7.750 -4.795 7.145
Br19 7.988 -3.087 6.271
Br20 8.787 -6.185 6.291
Br21 8.115 -4.689 9.040
H23 6.707 -5.064 7.037
C13 8.552 -8.759 10.756
Br22 7.196 -7.637 11.558
Br23 8.242 -9.015 8.866
Br24 10.332 -8.090 11.105
H24 8.478 -9.730 11.226
C14 6.324 -11.659 6.400
Br25 5.706 -11.641 8.230
Br26 6.336 -9.881 5.637
Br27 8.052 -12.511 6.241
H25 5.622 -12.249 5.829
C15 -6.914 -0.231 3.625
Br28 -7.905 1.384 4.008
Br29 -5.364 0.133 2.525
Br30 -6.446 -1.189 5.238
H26 -7.566 -0.874 3.048
C16 -8.641 9.424 -4.343
Br31 -7.522 8.267 -5.412
Br32 -8.658 8.887 -2.486
Br33 -8.138 11.279 -4.540
H27 -9.652 9.323 -4.714
C17 -5.061 -0.237 -4.485
Br34 -5.834 1.461 -3.973
Br35 -3.792 -0.046 -5.930
Br36 -4.291 -1.158 -2.970
H28 -5.869 -0.853 -4.855
C18 -8.619 2.895 -6.406
Br37 -7.207 1.864 -7.228
Br38 -8.076 4.715 -6.033
Br39 -10.243 2.842 -7.453
H29 -8.839 2.429 -5.455
C19 -7.852 0.197 -0.432
Br40 -9.445 0.770 -1.365
Br41 -8.003 -1.632 0.181
Br42 -6.263 0.459 -1.502
H30 -7.753 0.822 0.446
C20 -8.356 12.899 -1.116
Br43 -7.910 14.384 -2.271
Br44 -6.799 12.224 -0.189
Br45 -9.782 13.347 0.109
H31 -8.718 12.100 -1.751

Summary:
HOMO-LUMO gap: 6.8 eV
Charge: 0
HOMO: -7.20 eV
LUMO energy: -0.411 eV


(5)
The following is a DFT calculation (wB97M-V/def2-TZVPD) of a structure of composition C17H27N2PdSi2 at a distorted geometry.

Cartesian coordinates (Å):
Pd1 0.011 -0.329 0.136
C1 -1.097 -1.768 1.552
C2 -0.755 -0.553 2.168
C3 0.701 -0.478 2.258
C4 1.232 -1.604 1.646
C5 0.122 -2.347 1.106
H1 -2.089 -2.140 1.362
H2 -1.455 0.156 2.567
H3 1.266 0.322 2.708
H4 2.274 -1.848 1.525
H5 0.207 -3.286 0.588
C6 2.086 -1.496 -3.887
Si1 0.441 -1.690 -3.036
C7 -1.035 -1.799 -4.166
C8 0.496 -3.222 -2.003
N1 0.204 -0.245 -1.924
C9 0.152 0.958 -2.394
C10 0.256 1.311 -3.804
C11 0.254 2.591 -4.194
C12 0.156 3.664 -3.226
C13 0.028 3.416 -1.915
C14 -0.018 2.051 -1.416
N2 -0.180 1.707 -0.171
Si2 -0.423 3.049 1.063
C15 -1.952 3.988 0.555
C16 -0.808 2.540 2.810
C17 1.204 3.948 1.125
H6 2.338 -2.436 -4.383
H7 2.871 -1.299 -3.153
H8 2.123 -0.709 -4.638
H9 -1.012 -2.762 -4.681
H10 -1.089 -1.022 -4.927
H11 -1.960 -1.767 -3.585
H12 0.645 -4.074 -2.671
H13 -0.439 -3.383 -1.468
H14 1.327 -3.208 -1.298
H15 0.344 0.526 -4.537
H16 0.338 2.839 -5.243
H17 0.191 4.688 -3.575
H18 -0.028 4.243 -1.228
H19 -2.773 3.273 0.460
H20 -1.909 4.569 -0.362
H21 -2.217 4.668 1.369
H22 -1.821 2.162 2.939
H23 -0.772 3.499 3.339
H24 -0.105 1.884 3.314
H25 1.520 4.428 0.201
H26 1.983 3.235 1.410
H27 1.165 4.711 1.906

Summary:
HOMO-LUMO gap: 6.2 eV
Charge: +1
HOMO: -11.01 eV
LUMO energy: -4.819 eV


(6)
The following is a DFT calculation (wB97M-V/def2-TZVPD) of a structure of composition C44H37GdO4P2 at a distorted geometry.

Cartesian coordinates (Å):
Gd1 -0.279 0.107 -0.437
P1 -0.804 -2.513 -0.579
C1 -0.814 0.152 2.008
O1 -0.966 0.047 3.138
P2 -0.423 2.754 -0.615
C2 -0.661 -3.247 1.047
C3 0.564 -3.105 -1.576
C4 -2.391 -2.886 -1.298
C5 -2.058 3.429 -0.800
C6 0.369 3.483 0.836
C7 0.657 3.089 -2.021
C8 -1.752 -3.944 1.574
C9 -1.615 -4.584 2.805
C10 -0.409 -4.455 3.516
C11 0.651 -3.672 3.032
C12 0.511 -3.037 1.803
H1 -2.671 -4.004 0.988
H2 -2.439 -5.199 3.180
H3 -0.285 -4.978 4.466
H4 1.593 -3.590 3.592
H5 1.304 -2.396 1.410
C13 -3.570 -2.301 -0.786
C14 -4.796 -2.686 -1.325
C15 -4.807 -3.614 -2.388
C16 -3.623 -4.128 -2.944
C17 -2.398 -3.733 -2.415
H6 -3.518 -1.564 0.023
H7 -5.729 -2.289 -0.904
H8 -5.766 -3.936 -2.789
H9 -3.634 -4.848 -3.772
H10 -1.447 -4.092 -2.812
C18 1.028 -4.385 -1.245
C19 2.001 -4.987 -2.033
C20 2.532 -4.279 -3.123
C21 2.118 -2.963 -3.425
C22 1.142 -2.361 -2.632
H11 0.600 -4.895 -0.383
H12 2.319 -6.010 -1.791
H13 3.281 -4.758 -3.756
H14 2.544 -2.424 -4.286
H15 0.804 -1.341 -2.852
C23 1.770 3.598 0.855
C24 2.402 4.193 1.939
C25 1.637 4.554 3.057
C26 0.255 4.285 3.113
C27 -0.373 3.709 2.006
H16 2.359 3.249 0.008
H17 3.479 4.395 1.886
H18 2.128 5.052 3.897
H19 -0.338 4.561 3.999
H20 -1.439 3.441 2.027
C28 -3.215 2.743 -0.379
C29 -4.449 3.365 -0.529
C30 -4.495 4.659 -1.101
C31 -3.337 5.319 -1.539
C32 -2.110 4.688 -1.405
H21 -3.162 1.737 0.055
H22 -5.360 2.851 -0.191
H23 -5.460 5.154 -1.201
H24 -3.357 6.323 -1.987
H25 -1.194 5.157 -1.752
C33 1.097 4.417 -2.114
C34 1.853 4.822 -3.209
C35 2.223 3.874 -4.174
C36 1.854 2.516 -4.049
C37 1.094 2.119 -2.952
H26 0.844 5.130 -1.329
H27 2.129 5.884 -3.288
H28 2.810 4.188 -5.040
H29 2.148 1.780 -4.813
H30 0.818 1.059 -2.863
H31 -2.125 0.168 -0.566
H32 -0.981 0.031 -2.245
O2 1.572 1.254 2.515
C38 2.263 0.187 2.986
C39 2.307 -0.103 4.370
C40 3.097 -1.185 4.760
C41 3.804 -1.952 3.831
C42 3.728 -1.664 2.466
C43 2.949 -0.600 2.049
C44 2.975 -0.303 0.550
O3 4.022 -0.416 -0.060
O4 1.778 0.007 0.087
H33 1.200 1.765 3.245
H34 1.759 0.510 5.062
H35 3.166 -1.432 5.814
H36 4.441 -2.774 4.106
H37 4.275 -2.173 1.672

Summary:
HOMO-LUMO gap (spin up / spin down): 5.6 / 3.9 eV
Charge: +2
2S+1: 8
HOMO (spin up / spin down): -13.14 / -13.14 eV
LUMO energy (spin up / spin down): -7.561 / -9.243 eV